(1)
ORCA calculation (ωB97M-V/def2-TZVPD) on a structure of composition C21H41Li3O12P in a non-equilibrium geometry.

```
78
Properties=species:S:1:pos:R:3:lowdin_charge:R:1
Li 20.315 26.677 23.833 0.5935
Li 22.546 28.589 25.422 0.6983
Li 19.361 28.432 25.807 0.6182
P 21.055 26.615 26.060 -0.1557
O 21.088 28.088 26.573 -0.5737
O 19.631 26.470 25.536 -0.5036
O 21.495 25.694 27.195 -0.4263
O 21.975 26.687 24.777 -0.5382
O 20.859 30.253 22.255 0.0583
C 20.938 29.731 23.517 -0.7710
O 21.947 30.107 24.193 -0.0936
O 20.047 28.942 23.902 -0.0871
H 21.744 30.665 22.236 0.0833
C 21.045 26.541 19.550 -0.1520
C 22.357 25.928 19.988 -0.1734
C 22.169 25.586 21.474 -0.1681
O 21.194 26.520 21.926 -0.2010
C 20.619 27.258 20.851 -0.1687
H 20.286 25.853 19.182 0.0956
H 21.255 27.321 18.815 0.1069
H 23.165 26.655 19.864 0.1096
H 22.739 25.074 19.420 0.1084
H 23.123 25.829 21.939 0.1252
H 21.843 24.559 21.625 0.1159
H 21.041 28.262 20.879 0.1102
H 19.531 27.269 20.911 0.1091
C 18.600 33.890 26.345 -0.1906
C 19.422 33.666 25.138 -0.1711
C 20.534 32.743 25.712 -0.1740
O 20.763 33.282 27.003 -0.1349
C 19.644 34.049 27.462 -0.1928
H 18.048 32.976 26.603 0.0863
H 17.911 34.734 26.421 0.1136
H 19.820 34.603 24.736 0.1152
H 18.983 33.164 24.271 0.1124
H 21.398 32.761 25.055 0.1106
H 20.120 31.735 25.789 0.1199
H 19.968 35.105 27.467 0.1086
H 19.455 33.880 28.523 0.1146
C 17.642 25.146 20.896 -0.1600
C 16.911 26.236 21.664 -0.1528
C 17.560 26.276 23.065 -0.1612
O 18.818 25.600 22.922 -0.1920
C 18.642 24.616 21.926 -0.1893
H 18.193 25.535 20.037 0.0855
H 17.011 24.359 20.483 0.1058
H 15.832 26.082 21.660 0.1047
H 17.089 27.183 21.149 0.1023
H 16.917 25.738 23.764 0.1286
H 17.716 27.292 23.412 0.0966
H 18.244 23.683 22.349 0.1250
H 19.634 24.348 21.564 0.1095
C 24.543 34.270 21.014 -0.1763
C 23.976 33.171 21.904 -0.1780
C 22.482 33.248 21.589 -0.2000
O 22.211 34.640 21.430 -0.1193
C 23.415 35.302 21.037 -0.2099
H 24.578 33.846 20.002 0.1071
H 25.559 34.597 21.218 0.1082
H 24.238 33.340 22.954 0.1157
H 24.460 32.209 21.717 0.1140
H 21.971 32.842 22.460 0.1031
H 22.314 32.617 20.714 0.1224
H 23.694 36.102 21.729 0.1132
H 23.270 35.744 20.049 0.1101
C 16.099 30.800 25.384 -0.1486
C 15.905 30.728 26.865 -0.1937
C 17.217 30.207 27.350 -0.1849
O 17.673 29.319 26.318 -0.1874
C 16.867 29.477 25.136 -0.1707
H 16.711 31.659 25.101 0.1037
H 15.203 30.848 24.761 0.1137
H 15.095 30.042 27.127 0.1195
H 15.712 31.638 27.445 0.1193
H 17.008 29.628 28.255 0.1290
H 17.995 30.933 27.583 0.1175
H 16.296 28.560 24.973 0.1227
H 17.503 29.614 24.257 0.1087
```

- 2S+1 = 1
- charge = -1
- Kohn-Sham gap (Ha) = 0.203

***

(2)
ORCA calculation (ωB97M-V/def2-TZVPD) on a cluster of 2 separate species, C3H6O2 in total in a non-equilibrium geometry.

```
11
Properties=species:S:1:pos:R:3:nbo_charge:R:1
C -1.731 -0.044 0.104 0.3346
C 0.859 0.809 -0.309 -0.7073
C 0.451 -0.660 -0.338 0.1293
O -1.774 1.124 0.450 -0.5302
O 0.893 -1.435 0.685 -0.7348
H -2.469 -0.729 -0.191 0.1251
H 2.022 0.789 -0.130 0.2196
H 0.386 1.195 0.651 0.2378
H 0.418 1.488 -1.182 0.2404
H 0.350 -1.217 -1.326 0.1872
H 0.595 -1.320 1.587 0.4982
```

- 2S+1 = 1
- Kohn-Sham gap (spin up / spin down) (Ha) = 0.306 / 0.306

***

Energy above the lowest of the compared OMol25 structures with the same formula, charge and spin list, top to bottom, in kJ/mol: 0.00; 419.72